Record 1
{
  "formula": "C32H56N8",
  "method": "wB97M-V/def2-TZVPD",
  "species": ["C", "C", "C", "C", "N", "H", "H", "H", "H", "H", "H", "H", "C", "C", "C", "C", "N", "H", "H", "H", "H", "H", "H", "H", "C", "C", "C", "C", "N", "H", "H", "H", "H", "H", "H", "H", "C", "C", "C", "C", "N", "H", "H", "H", "H", "H", "H", "H", "C", "C", "C", "C", "N", "H", "H", "H", "H", "H", "H", "H", "C", "C", "C", "C", "N", "H", "H", "H", "H", "H", "H", "H", "C", "C", "C", "C", "N", "H", "H", "H", "H", "H", "H", "H", "C", "C", "C", "C", "N", "H", "H", "H", "H", "H", "H", "H"],
  "coordinates": [[0.695, -1.598, 0.106], [1.058, -1.188, -1.322], [0.389, -1.972, -2.548], [0.421, -3.453, -2.391], [0.446, -4.586, -2.296], [0.985, -0.835, 0.828], [1.094, -2.610, 0.181], [-0.382, -1.698, 0.241], [2.140, -1.290, -1.400], [0.804, -0.129, -1.365], [0.966, -1.776, -3.451], [-0.643, -1.620, -2.533], [-4.598, 3.358, 10.158], [-5.664, 3.522, 9.018], [-5.066, 3.637, 7.589], [-4.479, 2.513, 6.920], [-3.988, 1.633, 6.396], [-4.109, 2.385, 10.125], [-5.085, 3.586, 11.106], [-3.882, 4.180, 10.130], [-6.250, 4.396, 9.303], [-6.366, 2.701, 9.159], [-4.172, 4.253, 7.488], [-5.896, 3.999, 6.983], [2.343, 1.167, -10.380], [2.424, 1.462, -8.907], [3.454, 0.453, -8.376], [4.756, 0.627, -9.048], [5.798, 0.814, -9.561], [1.367, 1.548, -10.679], [2.431, 0.168, -10.807], [3.012, 1.689, -11.064], [1.427, 1.300, -8.496], [2.755, 2.478, -8.695], [3.085, -0.565, -8.499], [3.776, 0.656, -7.355], [-7.359, -6.725, -6.187], [-7.019, -6.905, -7.669], [-6.403, -5.704, -8.501], [-5.260, -5.012, -7.878], [-4.319, -4.497, -7.433], [-8.062, -7.431, -5.745], [-7.732, -5.745, -5.890], [-6.429, -6.761, -5.619], [-7.829, -7.133, -8.363], [-6.335, -7.743, -7.800], [-7.241, -5.008, -8.468], [-6.115, -6.014, -9.505], [2.239, 1.690, 8.006], [1.249, 1.720, 9.182], [1.383, 3.087, 9.946], [1.089, 4.250, 9.116], [0.944, 5.225, 8.535], [2.296, 2.651, 7.494], [1.885, 0.992, 7.248], [3.183, 1.493, 8.514], [1.480, 0.887, 9.846], [0.238, 1.623, 8.786], [2.396, 3.140, 10.345], [0.755, 2.989, 10.831], [-8.662, -2.520, 0.409], [-7.907, -1.580, 1.404], [-8.335, -1.866, 2.873], [-7.978, -3.196, 3.343], [-7.655, -4.234, 3.770], [-8.277, -2.264, -0.579], [-9.738, -2.432, 0.557], [-8.336, -3.557, 0.496], [-8.164, -0.565, 1.102], [-6.832, -1.724, 1.294], [-9.376, -1.695, 3.150], [-7.866, -1.141, 3.538], [10.434, -1.784, -3.758], [9.509, -2.948, -3.787], [9.083, -3.392, -2.411], [8.501, -2.399, -1.507], [8.037, -1.655, -0.745], [10.156, -1.003, -3.051], [10.654, -1.350, -4.733], [11.360, -2.142, -3.307], [10.140, -3.703, -4.254], [8.633, -2.734, -4.399], [10.038, -3.644, -1.952], [8.414, -4.253, -2.426], [4.062, 6.071, 0.488], [4.409, 5.919, 1.977], [5.853, 5.796, 2.420], [6.610, 7.065, 2.299], [7.210, 8.013, 2.079], [3.014, 6.164, 0.204], [4.261, 5.119, -0.003], [4.676, 6.828, -0.001], [3.809, 5.139, 2.445], [3.946, 6.842, 2.326], [6.384, 4.996, 1.905], [5.852, 5.557, 3.484]],
  "multiplicity": 1,
  "homo_lumo_gap_ev": 11.709,
  "smiles": "CCCC#N.CCCC#N.CCCC#N.CCCC#N.CCCC#N.CCCC#N.CCCC#N.CCCC#N",
  "de_lowest_ev": 3.6952,
  "homo_ha": -0.415,
  "charge": 0
}

Record 2
{
  "formula": "C7H12N3O",
  "method": "wB97M-V/def2-TZVPD",
  "species": ["C", "C", "C", "N", "C", "C", "N", "O", "N", "C", "C", "H", "H", "H", "H", "H", "H", "H", "H", "H", "H", "H", "H"],
  "coordinates": [[2.129, -0.190, -2.309], [1.460, 0.062, -0.961], [0.194, 0.742, -1.093], [-0.698, 1.170, -0.445], [-1.643, 0.690, 0.322], [-2.829, 1.543, 0.728], [-2.405, 2.629, 1.626], [-1.921, 3.640, 1.158], [-1.351, -0.470, 1.077], [0.111, -0.766, 1.072], [0.812, -1.174, -0.286], [2.819, -1.030, -2.133], [2.695, 0.680, -2.703], [1.453, -0.555, -3.004], [2.027, 0.506, -0.106], [-3.577, 0.874, 1.249], [-3.212, 2.066, -0.089], [-2.397, 2.577, 2.658], [-2.145, -1.125, 1.247], [0.092, -1.679, 1.755], [0.694, 0.001, 1.583], [1.612, -1.846, 0.056], [0.224, -1.709, -0.971]],
  "multiplicity": 1,
  "homo_lumo_gap_ev": [6.296, 8.014],
  "smiles": "C[C@H]1C#[N+]C(CN[O-])=[NH+]CC1",
  "de_lowest_ev": 6.3613,
  "homo_ha": [-0.432, -0.455],
  "charge": 1
}

Record 3
{
  "formula": "C29H30F5MnO5S",
  "method": "wB97M-V/def2-TZVPD",
  "species": ["C", "C", "C", "C", "H", "H", "C", "H", "H", "C", "H", "H", "C", "C", "C", "O", "O", "O", "O", "C", "H", "H", "H", "C", "H", "H", "H", "O", "H", "H", "C", "C", "H", "H", "H", "H", "H", "H", "Mn", "C", "C", "C", "H", "C", "C", "H", "H", "H", "H", "C", "C", "C", "H", "C", "C", "H", "H", "H", "H", "F", "C", "C", "F", "C", "F", "C", "S", "C", "F", "C", "F"],
  "coordinates": [[-4.105, 1.448, -0.202], [-2.656, 1.865, -0.588], [-4.076, -0.068, 0.023], [-2.726, -0.624, -0.544], [-4.918, -0.525, -0.508], [-4.212, -0.289, 1.086], [-2.116, 0.678, -1.348], [-2.097, 2.028, 0.345], [-2.667, 2.797, -1.169], [-0.699, 0.769, -2.065], [-2.757, 0.629, -2.251], [-2.960, -1.313, -1.377], [-2.101, -1.494, 0.478], [-4.616, 2.245, 0.994], [-5.171, 1.780, -1.250], [-6.181, 1.120, -1.444], [-3.946, 2.417, 2.006], [-5.840, 2.769, 0.824], [-4.916, 2.895, -1.944], [-6.004, 3.246, -2.808], [-5.700, 4.177, -3.279], [-6.917, 3.380, -2.218], [-6.164, 2.457, -3.550], [-6.279, 3.584, 1.913], [-6.217, 3.042, 2.863], [-7.311, 3.848, 1.688], [-5.665, 4.490, 1.978], [0.425, 1.478, -1.568], [-0.855, 1.240, -3.059], [-0.422, -0.277, -2.321], [-1.302, -2.653, 0.042], [-2.041, -1.083, 1.894], [-2.718, -1.676, 2.538], [-2.285, -0.019, 2.046], [-1.020, -1.246, 2.286], [-0.315, -2.646, 0.527], [-1.144, -2.648, -1.043], [-1.780, -3.607, 0.309], [1.850, 0.644, -0.876], [3.032, -1.141, -1.075], [2.005, -1.182, -2.074], [2.182, -0.034, -2.932], [1.284, -1.987, -2.213], [3.328, 0.696, -2.475], [3.862, 0.008, -1.338], [4.795, 0.255, -0.832], [3.220, -1.905, -0.317], [1.591, 0.201, -3.818], [3.769, 1.567, -2.961], [1.831, 0.210, 1.861], [2.973, 0.650, 1.135], [2.676, 1.946, 0.540], [3.962, 0.210, 1.260], [1.264, 2.176, 0.783], [0.781, 1.138, 1.637], [-0.187, 1.139, 2.138], [1.815, -0.622, 2.568], [3.379, 2.669, 0.125], [0.728, 3.099, 0.566], [9.572, -4.193, 1.295], [8.257, -3.938, 1.430], [7.374, -4.963, 1.776], [7.839, -6.215, 1.975], [6.019, -4.694, 1.919], [5.170, -5.702, 2.202], [5.478, -3.386, 1.756], [3.859, -3.053, 2.002], [6.417, -2.386, 1.383], [5.968, -1.127, 1.159], [7.770, -2.646, 1.224], [8.611, -1.649, 0.872]],
  "multiplicity": 4,
  "homo_lumo_gap_ev": [5.871, 5.872],
  "s2": 3.82,
  "de_lowest_ev": 0.0000,
  "homo_ha": [-0.140, -0.140],
  "charge": -1
}

Record 4
{
  "formula": "C13H8AuF5N4O4",
  "method": "wB97M-V/def2-TZVPD",
  "species": ["Au", "O", "C", "O", "C", "C", "C", "C", "C", "N", "C", "O", "O", "H", "H", "H", "F", "C", "F", "C", "F", "F", "F", "N", "C", "C", "N", "C", "C", "N", "H", "H", "H", "H", "H"],
  "coordinates": [[-0.158, 0.246, 0.088], [0.701, -3.147, 2.849], [0.249, -2.300, 2.089], [-0.046, -2.329, 0.871], [-0.142, -0.954, 2.798], [-0.368, -0.884, 4.168], [-1.015, 0.216, 4.701], [-1.523, 1.204, 3.854], [-1.261, 1.097, 2.512], [-0.492, 0.091, 2.055], [-1.986, 1.898, 1.434], [-2.651, 2.860, 1.721], [-1.887, 1.365, 0.231], [-0.056, -1.734, 4.759], [-1.190, 0.278, 5.767], [-2.147, 2.015, 4.199], [2.080, -1.337, -0.829], [1.825, -0.359, 0.065], [2.264, -0.758, 1.269], [2.716, 0.849, -0.317], [4.004, 0.524, -0.290], [2.511, 1.854, 0.542], [2.426, 1.292, -1.550], [-0.251, -1.995, -4.692], [-0.290, -0.836, -3.998], [-0.116, -0.826, -2.601], [-0.168, 0.323, -1.949], [-0.410, 1.471, -2.601], [-0.572, 1.421, -3.969], [-0.509, 0.293, -4.667], [-0.027, -2.866, -4.248], [-0.337, -1.957, -5.691], [0.066, -1.724, -2.025], [-0.482, 2.376, -2.020], [-0.759, 2.331, -4.523]],
  "multiplicity": 1,
  "homo_lumo_gap_ev": 7.802,
  "de_lowest_ev": 0.1731,
  "homo_ha": -0.330,
  "charge": 0
}

Record 5
{
  "formula": "C6H9ClN2",
  "method": "wB97M-V/def2-TZVPD",
  "species": ["N", "N", "C", "C", "C", "C", "C", "Cl", "C", "H", "H", "H", "H", "H", "H", "H", "H", "H"],
  "coordinates": [[0.278, -2.129, -0.461], [0.648, -0.904, -1.359], [0.686, 0.407, -0.925], [1.214, 0.912, 0.428], [0.468, 0.739, 1.537], [-0.719, -0.083, 1.437], [-1.432, 0.012, 0.285], [-2.959, -0.598, 0.046], [-0.743, 0.865, -0.776], [-0.552, -1.853, 0.106], [0.958, -1.984, 0.311], [1.147, -1.237, -2.108], [1.231, 0.961, -1.725], [2.191, 1.452, 0.562], [0.584, 1.171, 2.536], [-1.031, -0.517, 2.419], [-0.829, 2.030, -0.541], [-1.141, 0.758, -1.774]],
  "multiplicity": 1,
  "homo_lumo_gap_ev": 8.886,
  "smiles": "NN[C@@H]1C=CC=C(Cl)C1",
  "de_lowest_ev": 2.5898,
  "homo_ha": -0.306,
  "charge": 0
}

Electronic energy (computed, Ha): -1690.77130 -512.98052 -3547.63210 -1655.20647 -803.59194